92
Properties=species:S:1:pos:R:3:mulliken_charge:R:1 method="wB97M-V/def2-TZVPD" fmax_ev_per_a=5.71 total_charge=-1 e_tot_ha=-3415.11029 e_lumo_ev=2.24 gap_ev=4.83 de_lowest_kj_mol=0.0
C -2.6148 3.4585 -3.2486 -1.5417
C -1.6312 4.5752 -3.0804 0.3363
H -3.6138 3.7754 -2.9282 0.4102
H -2.3153 2.5827 -2.6617 0.2403
H -2.6947 3.1555 -4.3034 0.2652
C -1.9745 5.8712 -3.2078 0.1663
C -3.3415 6.3513 -3.5510 -1.4847
H -1.2210 6.6496 -3.0965 0.3152
H -4.1191 5.9435 -2.8898 0.3318
H -3.6296 6.1177 -4.5865 0.3021
H -3.3636 7.4420 -3.4543 0.3720
Be 0.4925 -2.1824 -0.7581 1.0347
Cl 1.1953 -3.0341 -2.4079 -0.5655
Cl -1.2863 -1.2920 -1.1455 -0.5218
C 2.8383 -1.1964 -0.3593 0.0593
O 1.6604 -1.3990 0.0578 -0.3982
N 3.7204 -0.5376 0.3786 0.3508
C 3.3365 -0.0808 1.7167 -0.4592
C 4.9573 -0.0279 -0.2071 -0.8956
H 3.1593 -1.5702 -1.3431 0.3732
H 2.7991 -0.8709 2.2529 -0.0488
H 2.6918 0.8097 1.6697 0.1227
H 4.2583 0.1694 2.2472 0.4363
H 5.2257 -0.6628 -1.0574 0.3216
H 5.7482 -0.0507 0.5497 0.3153
H 4.8323 1.0053 -0.5662 0.2964
H -3.6918 -1.1529 0.3262 0.2203
H -2.7624 1.7698 1.2055 0.2717
C -3.9416 -0.8285 1.3475 -0.9747
C -2.7878 1.2371 2.1660 -1.0527
N -2.7776 -0.2060 1.9643 0.2771
H -4.2331 -1.7049 1.9397 0.3059
C -1.7097 -0.9214 2.3136 0.2096
O -0.5630 -0.5852 2.5033 -0.7210
H -1.9265 1.5281 2.7727 0.2934
H -2.0242 -2.0859 2.4822 -0.0133
H -4.7415 -0.0849 1.3302 0.3718
H -3.7151 1.5073 2.6895 0.4820
O -0.2573 3.3004 -1.6068 -0.0580
C -0.2039 4.1408 -2.7594 0.1162
C 0.6976 6.2150 -1.6053 0.0116
C 0.8069 5.2652 -2.6258 0.2323
H -0.1592 6.1701 -0.9221 0.7678
C 1.6603 7.2274 -1.5012 -1.0512
H 0.0937 3.4860 -3.5951 0.2989
C 1.8549 5.3320 -3.5493 -0.3838
H 1.5830 7.9478 -0.6859 0.3833
C 2.6998 7.3049 -2.4297 -0.4402
C 2.7910 6.3623 -3.4582 -0.6389
H 1.8984 4.5777 -4.3404 0.3559
H 3.4369 8.1027 -2.3583 0.3750
H 3.5920 6.4201 -4.1934 0.3828
Si 0.6014 2.8561 -0.2288 -0.5467
Cl -2.5636 -3.2134 3.2898 -0.6398
C 0.1556 3.9713 1.1931 -1.0495
C 2.4387 2.9306 -0.5962 -0.8664
C -0.0038 1.1417 -0.0495 -0.3187
H 0.5621 4.9821 1.0452 0.3532
H 0.5841 3.5658 2.1228 0.4179
H -0.9337 4.0538 1.3187 0.3277
H -1.0928 1.0976 -0.0736 0.0820
H 0.3320 0.6207 0.8457 0.0894
H 0.3422 0.5928 -0.9282 0.2332
H 2.7389 3.9359 -0.9297 0.3119
H 2.7087 2.2228 -1.3954 0.2903
H 3.0299 2.6857 0.2997 0.3936
C 0.1167 -7.2213 3.0433 -1.1269
N 0.2941 -5.8290 2.6882 0.0707
N -0.1786 -5.3149 1.5321 0.6117
C 0.2803 -4.0168 1.3848 0.2690
O -0.0036 -3.3354 0.3611 -0.7122
C 1.0058 -3.7456 2.5871 -0.4498
C 1.0035 -4.8921 3.3468 0.4682
C 1.6280 -5.1844 4.6595 -1.8178
C -1.0100 -6.0312 0.6306 0.0469
C -2.1028 -6.7588 1.1093 -0.0339
C -2.8120 -7.5912 0.2451 -0.7399
C -2.4874 -7.6073 -1.1177 -0.3203
C -1.4779 -6.7753 -1.6174 -0.7482
C -0.7369 -5.9784 -0.7423 -0.1811
H -0.8873 -7.4164 3.4423 0.3297
H 0.8347 -7.4510 3.8346 0.4251
H 0.3197 -7.8907 2.1966 0.3563
H 1.4188 -2.7858 2.8400 0.3443
H 0.8976 -5.5328 5.4043 0.3471
H 2.4313 -5.9357 4.5922 0.3495
H 2.0751 -4.2600 5.0433 0.3981
H -2.3824 -6.6770 2.1586 0.5715
H -3.6161 -8.2146 0.6384 0.3552
H -3.0290 -8.2694 -1.7984 0.3497
H -1.2548 -6.7375 -2.6860 0.3890
H 0.0443 -5.3176 -1.1196 0.2138

---

95
Properties=species:S:1:pos:R:3:mulliken_charge:R:1 method="wB97M-V/def2-TZVPD" fmax_ev_per_a=6.08 total_charge=-1 e_tot_ha=-3813.54361 e_lumo_ev=-0.33 gap_ev=1.09
C -0.7133 -2.6139 3.2518 -0.7465
C -1.6688 -2.7762 1.8886 0.1295
N -2.1328 -1.3366 1.5789 0.0450
C -2.7346 -1.1931 0.2044 0.0085
C -4.1533 -2.0346 0.4255 -1.3957
I -6.0228 -1.3608 1.4430 0.0475
C -4.3448 -3.4853 0.0059 -0.1057
C -5.7911 -4.3026 0.2254 -1.2232
I -2.8256 -4.7772 -0.8675 0.1578
O -2.1133 -1.6372 -0.9551 0.2358
C -1.1820 -0.8786 -1.7544 -0.3014
C -0.0608 -2.1209 -1.9942 -0.0603
C -0.4219 -3.2396 -3.1063 -0.6304
C 0.3317 -4.6856 -2.8038 -0.5721
Cl 2.0905 -4.7312 -3.4959 -0.2219
C -1.6355 -0.6054 -3.2660 -1.6216
C -2.4071 0.6119 -3.9198 -0.1470
C -1.6458 1.0926 -5.3418 -1.0566
Cl -4.1325 0.1570 -4.5683 -0.1816
C -0.5094 0.4050 -0.8753 2.4026
C 0.5141 -0.2823 0.1679 -1.0147
O 1.9424 -0.4576 -0.2617 -0.1964
C 2.5908 -1.4401 0.6198 -0.0062
C 4.1288 -0.8521 0.9136 -0.7688
C 0.3678 1.1355 -2.0435 -0.5824
C 1.5493 2.1985 -1.6914 -0.5721
C 1.2196 3.7691 -2.1649 -0.7108
I 3.3222 1.7086 -2.9847 0.0621
N -1.6563 1.2581 -0.2608 2.2010
N -1.9529 2.3484 -1.0179 -0.6887
C -1.2912 1.9530 1.0682 0.1208
F -2.1970 3.1268 1.4002 -0.4507
C 0.0651 2.8408 1.1878 0.2266
C -0.0497 3.6709 2.6454 -1.0282
C -2.9529 0.4490 -0.0467 -0.3128
C -4.1436 0.5025 -1.1364 -0.6764
O -3.6804 0.8713 1.2001 -0.4511
H 0.4171 -2.3959 2.9482 0.1024
H -0.6904 -3.5924 3.8970 0.3425
H -1.0444 -1.6950 3.9204 0.2218
H -2.5516 -3.4734 2.2157 0.3749
H -0.9838 -3.2088 1.0437 -0.1746
H -2.8563 -1.2331 2.3549 0.5292
H -6.0532 -4.4232 1.3841 0.3160
H -6.6645 -3.7449 -0.3682 0.3202
H -5.7711 -5.3906 -0.2034 0.3575
H 1.0005 -1.7360 -2.2689 0.3191
H 0.0453 -2.7913 -1.0096 -0.1716
H 0.0290 -2.8694 -4.1479 0.3330
H -1.5439 -3.4711 -3.3017 0.2453
H -0.2760 -5.5277 -3.3442 0.3491
H 0.2974 -4.8907 -1.6523 0.2448
H -2.4004 -1.4952 -3.5252 0.6241
H -0.6424 -0.6835 -3.9340 0.2276
H -2.5629 1.6111 -3.3700 0.0431
H -2.0438 2.1581 -5.6466 0.3281
H -1.9047 0.2915 -6.1843 0.3289
H -0.4916 1.1322 -5.1529 0.3053
H 0.2398 -1.3798 0.5528 -0.5236
H 0.6792 0.2052 1.2311 0.4505
H 2.7165 -2.4436 0.0196 0.0968
H 2.1016 -1.5618 1.6759 0.0801
H 3.9601 0.0379 1.6899 0.1449
H 4.5922 -0.3994 -0.0667 0.1561
H 4.7827 -1.7172 1.3669 0.3746
H -0.2588 1.7719 -2.8380 -0.5011
H 0.9120 0.3469 -2.7615 0.8150
H 2.0262 2.1229 -0.6319 0.5424
H 1.3796 4.5002 -1.2347 0.2012
H 1.9573 4.1572 -2.9946 0.3317
H 0.1365 3.9006 -2.5889 0.2240
H -1.2599 3.0875 -1.1280 -0.0059
H -2.8597 2.8059 -0.9287 0.3154
H -1.2375 1.1763 1.9738 0.3680
H 1.0787 2.2935 1.2938 0.1472
H 0.1543 3.7281 0.3938 -0.1053
H 1.0434 3.7793 3.1101 0.4128
H -0.5410 4.7286 2.5165 0.2762
H -0.6348 2.9790 3.4227 0.2930
H -4.1502 1.3871 -1.9158 0.3757
H -5.2319 0.6193 -0.6506 0.3016
H -4.2573 -0.4675 -1.8261 0.1280
H -4.2648 1.6754 0.9920 0.5749
C 5.7722 3.2436 3.7244 -0.8446
C 6.0334 2.2339 2.8765 0.4948
C 6.7970 1.0823 3.5233 0.6323
O 7.0783 0.0244 2.9511 -0.7525
C 7.2412 1.2372 4.9336 -0.6945
C 6.9911 2.2533 5.7780 0.3292
C 6.1355 3.3569 5.1619 0.5417
O 5.7253 4.3459 5.7774 -0.7358
O 7.3708 2.3848 6.9823 -0.8275
O 5.7212 2.1394 1.6498 -0.8380
H 5.2233 4.1041 3.3583 0.3826
H 7.8351 0.4015 5.2855 0.3572

---

92
Properties=species:S:1:pos:R:3:mulliken_charge:R:1 method="wB97M-V/def2-TZVPD" fmax_ev_per_a=2.69 total_charge=-1 e_tot_ha=-3553.61963 e_lumo_ev=2.28 gap_ev=5.39
C -5.1760 0.0216 -2.5317 -1.6912
C -3.8609 0.5087 -3.0635 0.4082
H -5.8621 -0.2116 -3.3591 0.4397
H -5.6525 0.7786 -1.8789 0.2105
H -5.0000 -0.8756 -1.9291 0.3215
C -3.7792 1.4126 -4.0585 0.3334
C -4.9585 2.0762 -4.6769 -1.5328
H -2.8036 1.7469 -4.4173 0.2417
H -5.5166 2.6817 -3.9426 0.2740
H -5.6702 1.3867 -5.1605 0.2997
H -4.5864 2.7612 -5.4482 0.3859
Hg -0.3913 -0.0587 1.8804 1.2826
Cl -0.3686 -1.8896 0.3488 -0.6766
Cl -0.7526 2.0388 2.8755 -0.5879
C 2.4151 -1.0317 -0.2111 -0.7122
O 2.4436 -0.4475 0.8857 -0.0741
N 2.9095 -0.5329 -1.3565 0.3954
C 3.7967 0.6227 -1.3229 -0.7719
C 2.7956 -1.3361 -2.5619 -1.1374
H 1.9420 -2.0251 -0.3389 0.5639
H 3.5165 1.2664 -0.4832 -0.0031
H 3.6996 1.1804 -2.2596 0.4147
H 4.8486 0.3088 -1.2108 0.3321
H 1.7391 -1.5083 -2.7936 0.3120
H 3.2680 -2.3203 -2.4115 0.3770
H 3.2735 -0.8354 -3.4058 0.3737
H -2.4576 3.1373 0.1210 0.2685
H -1.7703 3.0950 -2.6734 0.3782
C -1.6843 3.9162 0.1510 -0.9810
C -1.2480 3.9735 -2.2694 -1.0337
N -0.7485 3.6866 -0.9302 0.4290
H -1.1783 3.8935 1.1157 0.2271
C 0.5417 3.3187 -0.7122 -0.1387
O 1.0561 3.0274 0.3686 -0.5690
H -0.4221 4.2290 -2.9480 0.2869
H 1.1239 3.3140 -1.6545 0.3159
H -2.1780 4.8812 -0.0224 0.3403
H -1.9726 4.7970 -2.2158 0.3305
O -2.8857 0.7412 -1.2510 -0.7209
C -2.6102 -0.0020 -2.3184 0.1802
C -0.2399 0.9583 -2.5250 1.8218
C -1.2557 0.1530 -3.0379 -1.3778
H -0.3362 1.2945 -1.4908 0.6188
C 0.8097 1.3730 -3.3493 -0.7876
H -2.7643 -1.0807 -2.0790 0.1672
C -1.0363 -0.5143 -4.2434 -0.1283
H 1.4875 2.1754 -3.0461 0.0696
C 0.9826 0.7712 -4.5989 -0.7815
C 0.0906 -0.2299 -5.0185 -0.7636
H -1.7630 -1.2556 -4.5745 0.4483
H 1.8181 1.0910 -5.2365 0.3516
H 0.2655 -0.7528 -5.9645 0.3354
Si -3.5515 -1.2937 2.9286 0.0527
Cl -3.1397 -0.2638 1.1015 0.1628
C -3.1543 -0.0452 4.2587 -0.7182
C -2.3890 -2.7612 3.1936 -0.7561
C -5.3593 -1.7942 2.9240 -1.0053
H -2.0706 0.1257 4.2825 0.1505
H -3.4461 -0.4037 5.2490 0.3368
H -3.6403 0.9151 4.0642 0.2463
H -6.0198 -0.9376 2.7236 0.2674
H -5.6448 -2.1914 3.9086 0.3238
H -5.6112 -2.5603 2.1759 0.2882
H -1.4600 -2.4002 3.6882 0.1548
H -2.1131 -3.2584 2.2392 0.2265
H -2.8595 -3.5070 3.8616 0.4286
C 4.9294 -0.8172 2.8129 -1.0324
N 3.8299 -0.1680 3.4876 0.0370
N 2.8427 -0.9146 4.0211 0.4992
C 1.6892 -0.1275 4.1694 -0.0255
O 0.5739 -0.6334 4.4001 -0.6784
C 2.1175 1.2017 3.8235 -1.0903
C 3.3795 1.0966 3.2912 1.0508
C 4.1709 2.0804 2.5249 -1.4499
C 2.8321 -2.3247 3.9015 -0.7944
C 3.5081 -3.1029 4.8442 -0.0139
C 3.4036 -4.4915 4.7888 -0.6265
C 2.6598 -5.1054 3.7686 -0.3711
C 2.0039 -4.3198 2.8093 -1.0876
C 2.0756 -2.9312 2.8941 0.5067
H 5.7005 -0.0611 2.6448 0.4711
H 4.6182 -1.2031 1.8271 0.1806
H 5.3318 -1.6230 3.4256 0.3415
H 1.4601 2.0484 3.7963 0.6493
H 5.0032 2.4933 3.1227 0.3099
H 4.5805 1.6214 1.6154 0.4086
H 3.5164 2.9051 2.2118 0.2817
H 4.1071 -2.6000 5.6034 0.4761
H 3.8910 -5.1027 5.5480 0.3675
H 2.5436 -6.1944 3.7551 0.3754
H 1.4309 -4.7645 1.9887 0.4331
H 1.5634 -2.2950 2.1705 0.5568